Record 1
{
  "formula": "C16H30F2N2O15S",
  "method": "the ωB97M-V functional and the def2-TZVPD basis",
  "species": ["C", "C", "F", "C", "N", "O", "C", "N", "S", "O", "O", "F", "H", "H", "H", "H", "H", "H", "C", "O", "C", "O", "O", "C", "H", "H", "H", "H", "H", "H", "C", "O", "C", "O", "O", "C", "H", "H", "H", "H", "H", "H", "C", "O", "C", "O", "O", "C", "H", "H", "H", "H", "H", "H", "C", "O", "C", "O", "O", "C", "H", "H", "H", "H", "H", "H"],
  "coordinates": [[8.71798, 2.62957, 3.66968], [8.16534, 4.12196, 4.07947], [8.99960, 5.09943, 3.28790], [6.59287, 4.40185, 3.69500], [5.60546, 3.42822, 4.30256], [5.51929, 2.27614, 3.56405], [5.77592, 1.10177, 4.46109], [5.89026, 0.30937, 5.50499], [3.95348, 4.08281, 4.18538], [2.91871, 3.14700, 4.92104], [3.81053, 5.48405, 4.83857], [3.63746, 4.16494, 2.47065], [8.04529, 2.26384, 2.76464], [9.84348, 2.67221, 3.33291], [8.59742, 1.92502, 4.61956], [8.41164, 4.37745, 5.21912], [6.33163, 5.48600, 4.12016], [6.38301, 4.47290, 2.53141], [1.24383, 5.40317, 1.25502], [0.88883, 5.77884, -0.07432], [1.82610, 6.52368, -0.71318], [2.89944, 6.87665, -0.25024], [1.36222, 6.80771, -1.95631], [2.25093, 7.59231, -2.74919], [0.42302, 4.81152, 1.66960], [2.14732, 4.78482, 1.25314], [1.38088, 6.28938, 1.88305], [3.19467, 7.06158, -2.91111], [2.42830, 8.56607, -2.28130], [1.77898, 7.75890, -3.72141], [-0.22957, 3.27378, -2.41599], [-0.81419, 2.00488, -2.12896], [-0.97486, 1.75064, -0.80572], [-0.66810, 2.49733, 0.11042], [-1.53596, 0.52174, -0.67847], [-1.76515, 0.11810, 0.67009], [-0.14840, 3.37054, -3.50214], [-0.86489, 4.08438, -2.04459], [0.77596, 3.34117, -1.98826], [-2.46177, 0.80251, 1.16490], [-0.82106, 0.05931, 1.22129], [-2.21580, -0.87806, 0.65285], [-2.81436, -3.33958, -2.42935], [-3.39898, -4.60848, -2.14232], [-3.55965, -4.86272, -0.81908], [-3.25289, -4.11604, 0.09706], [-4.12075, -6.09162, -0.69183], [-4.34994, -6.49526, 0.65673], [-2.73319, -3.24282, -3.51550], [-3.44968, -2.52898, -2.05796], [-1.80883, -3.27219, -2.00162], [-5.04657, -5.81086, 1.15154], [-3.40585, -6.55405, 1.20793], [-4.80059, -7.49142, 0.63949], [-9.22083, -8.90913, -4.37664], [-7.85004, -8.66708, -4.68751], [-7.04899, -8.51966, -3.60216], [-7.40440, -8.57726, -2.43540], [-5.78406, -8.29710, -4.03991], [-4.82514, -8.12183, -2.99884], [-9.76796, -9.01077, -5.31791], [-9.32996, -9.84108, -3.81254], [-9.64523, -8.06669, -3.82098], [-4.75855, -9.02220, -2.37963], [-5.07374, -7.24793, -2.38804], [-3.84987, -7.95078, -3.46285]],
  "atomic_forces_ev_per_a": [[-0.8091, 0.4391, 0.1047], [1.3116, -0.2531, -0.1567], [-2.1859, -1.7989, 1.5073], [0.5503, 2.1517, -0.9036], [-0.7175, 2.5738, 0.1116], [1.2826, -5.0687, 1.5646], [-0.0292, -3.1900, 7.2631], [-0.9182, 7.0824, -9.7535], [-6.0177, 2.0583, 5.3653], [4.8226, 2.6710, -4.2502], [1.8013, -4.8966, -3.6552], [1.2131, -0.4244, 3.5640], [1.6105, 0.5166, 1.9392], [-2.3492, 0.0673, 0.8117], [0.2263, 1.3835, -2.2010], [-0.7869, -0.5223, -2.6221], [0.3735, -2.5397, -0.7452], [0.8974, -0.3706, 2.2699], [0.0808, -0.2807, 0.5442], [0.6642, 0.7462, -0.8795], [0.2690, -0.0190, 0.4593], [-1.4755, -0.4800, -0.7274], [0.1755, -0.3122, 0.8653], [0.2947, 0.2861, -0.3042], [0.0319, 0.1238, -0.3949], [-0.3693, 0.3984, -0.1356], [0.1637, -0.1273, -0.1671], [-0.1081, 0.1727, 0.1743], [0.1013, -0.2537, -0.0043], [-0.1413, -0.1942, 0.2997], [0.2049, 0.5467, -0.1345], [-0.2215, -0.4570, 1.0177], [0.1136, 0.2971, 0.2854], [-0.4188, -1.0706, -1.2881], [0.4443, 0.9513, -0.3408], [-0.1260, -0.2310, 0.5400], [-0.1423, -0.3039, 0.1964], [0.2556, -0.1483, 0.0943], [-0.2686, 0.0740, 0.0785], [0.2676, -0.0256, -0.0474], [-0.1945, 0.1793, -0.0609], [0.1066, 0.1938, -0.2979], [0.2397, 0.5336, -0.1558], [-0.2392, -0.4689, 1.0372], [0.1631, 0.3995, 0.3128], [-0.4499, -1.0929, -1.3291], [0.5065, 1.0146, -0.2086], [-0.1253, -0.2206, 0.5717], [-0.1444, -0.2945, 0.2143], [0.2083, -0.1578, 0.0696], [-0.2589, 0.0519, 0.0603], [0.2638, -0.0416, -0.0592], [-0.1903, 0.1820, -0.0737], [0.0880, 0.2198, -0.3134], [-0.4831, -0.0844, 0.0826], [0.7142, 0.1309, 0.6967], [0.0703, 0.0281, 0.4052], [0.4618, 0.0662, -1.6390], [-1.2182, -0.2941, 0.0756], [0.3315, 0.2110, 0.4491], [0.3794, 0.0675, 0.0488], [0.0370, 0.2641, 0.0418], [0.1255, -0.2341, 0.0446], [-0.1320, 0.1834, -0.0213], [0.0078, -0.3721, -0.1343], [-0.3385, -0.0369, -0.1624]],
  "lowdin_charge": [-0.07, -0.23, -0.12, -0.12, -0.23, -0.14, -0.08, 0.15, 0.95, -0.31, -0.31, -0.24, 0.09, 0.10, 0.10, 0.17, 0.16, 0.16, -0.05, -0.02, -0.56, 0.11, -0.02, -0.05, 0.10, 0.07, 0.10, 0.10, 0.10, 0.09, -0.05, -0.01, -0.56, 0.11, -0.01, -0.05, 0.09, 0.10, 0.10, 0.10, 0.10, 0.09, -0.05, -0.01, -0.55, 0.11, -0.04, -0.04, 0.10, 0.10, 0.10, 0.10, 0.10, 0.10, -0.05, -0.01, -0.56, 0.11, -0.01, -0.05, 0.09, 0.10, 0.10, 0.10, 0.08, 0.10],
  "lumo_ev": -1.54,
  "largest_force_ev_per_a": 12.089,
  "smiles": "C[C@@H](F)CN(OC#N)S(=O)(=O)F.COC(=O)OC.COC(=O)OC.COC(=O)OC.COC(=O)OC",
  "homo_energy_ev": -10.878
}

Record 2
{
  "formula": "C16H30F3N4O2",
  "method": "the ωB97M-V functional and the def2-TZVPD basis",
  "species": ["C", "C", "O", "C", "C", "N", "C", "C", "N", "C", "O", "C", "F", "F", "F", "H", "H", "H", "H", "H", "H", "H", "H", "H", "H", "H", "H", "H", "H", "H", "H", "C", "C", "C", "C", "N", "H", "H", "H", "H", "H", "H", "H", "C", "C", "C", "C", "N", "H", "H", "H", "H", "H", "H", "H"],
  "coordinates": [[1.67978, -4.42133, -0.97981], [1.12382, -3.25474, -1.77277], [-0.22115, -3.46383, -2.21624], [-1.18268, -3.52087, -1.20517], [-2.48141, -3.08505, -1.87728], [-3.52119, -2.60449, -0.87996], [-4.86006, -3.28828, -0.96386], [-5.24818, -3.82531, 0.40284], [-4.35414, -4.48814, 1.01786], [-3.69287, -1.11518, -0.93917], [-2.43598, -0.54113, -0.70665], [-2.38907, 0.40055, 0.29002], [-3.17277, 1.42351, 0.02751], [-1.16400, 0.78374, 0.43223], [-2.82881, -0.12569, 1.44562], [2.76267, -4.30620, -0.89086], [1.27756, -4.46443, 0.03741], [1.46879, -5.36436, -1.49074], [1.70302, -3.08290, -2.68114], [1.15653, -2.32833, -1.18290], [-0.94272, -2.83590, -0.37683], [-1.29048, -4.53564, -0.80179], [-2.93466, -3.90411, -2.43414], [-2.26858, -2.27156, -2.57281], [-3.15545, -2.82643, 0.05400], [-4.74721, -4.11595, -1.66149], [-5.60298, -2.59318, -1.35633], [-6.23079, -3.57534, 0.80691], [-4.65549, -4.80821, 1.93810], [-4.05547, -0.86420, -1.93869], [-4.42188, -0.82797, -0.17612], [2.56034, 2.36658, -2.16192], [1.69255, 1.91242, -0.99682], [2.51098, 1.34227, 0.16968], [3.24145, 0.13538, -0.21005], [3.77257, -0.84498, -0.51115], [3.12537, 1.53434, -2.58502], [1.94566, 2.79198, -2.95393], [3.26560, 3.13452, -1.84234], [0.97508, 1.15875, -1.33197], [1.12127, 2.76160, -0.61900], [1.86442, 1.08047, 1.00989], [3.22815, 2.08700, 0.51814], [3.69651, 6.53404, 3.37383], [2.82153, 5.30849, 3.60261], [2.98078, 4.25122, 2.50221], [2.60189, 4.77248, 1.18826], [2.29069, 5.21915, 0.16909], [3.42980, 7.04331, 2.44719], [3.58035, 7.24546, 4.19011], [4.75111, 6.25919, 3.31693], [1.77242, 5.60284, 3.66293], [3.07649, 4.84027, 4.55440], [2.36173, 3.37743, 2.71234], [4.01910, 3.91671, 2.44689]],
  "atomic_forces_ev_per_a": [[0.0731, 0.0233, 0.0308], [0.1433, 0.1041, 0.1921], [-0.1933, 0.0194, -0.1082], [0.0815, 0.0263, -0.0417], [-0.1286, -0.0320, -0.3334], [0.1602, 0.1370, 0.1153], [-0.1871, -0.0256, -0.0034], [0.7753, -0.2967, 0.5379], [-0.5577, 0.6244, -0.3383], [-0.0645, -0.0019, 0.1234], [-0.0432, -0.0665, -0.2099], [-0.6694, -0.6388, 0.2864], [-0.3272, 0.5795, -0.3353], [0.9120, 0.2474, -0.0250], [0.0216, -0.2439, 0.2132], [-0.0947, -0.0253, 0.0069], [-0.0316, -0.0263, -0.1307], [0.0573, 0.0727, 0.0418], [-0.1242, -0.0815, 0.0600], [0.0501, -0.0703, -0.0396], [0.0272, -0.0036, -0.0493], [0.0284, 0.0862, 0.1118], [0.1383, 0.0773, -0.0008], [-0.0026, -0.0446, 0.1269], [-0.0086, -0.1577, 0.0289], [-0.1724, 0.0223, 0.0500], [0.1145, -0.0016, -0.0355], [-0.0517, -0.2003, -0.1667], [-0.0099, 0.0167, -0.0701], [0.0850, -0.0372, 0.0955], [0.0587, -0.0397, -0.1230], [0.0153, -0.0494, 0.0132], [-0.0132, 0.0596, -0.0442], [-0.0904, 0.0995, -0.1029], [0.3809, -0.8431, -0.1857], [-0.4222, 0.6803, 0.1726], [0.0119, -0.0045, 0.0128], [0.0014, 0.0116, -0.0059], [-0.0116, 0.0153, 0.0071], [0.0122, -0.0142, 0.0145], [0.0006, -0.0099, 0.0318], [0.0167, 0.0374, 0.0273], [0.0303, -0.0068, 0.0044], [-0.0252, -0.0183, 0.0027], [0.0334, 0.0712, 0.0094], [0.0214, 0.0478, 0.0734], [-0.2538, 0.4064, -0.7637], [0.2193, -0.4472, 0.7339], [0.0026, -0.0078, -0.0131], [0.0043, 0.0050, 0.0025], [0.0066, -0.0042, 0.0019], [-0.0096, -0.0090, -0.0003], [-0.0078, -0.0361, -0.0088], [0.0130, -0.0132, 0.0059], [0.0046, -0.0133, 0.0010]],
  "lowdin_charge": [-0.07, -0.25, -0.14, -0.21, -0.04, -0.06, -0.08, -0.17, 0.14, -0.09, 0.08, -0.74, 0.22, 0.24, 0.17, 0.08, 0.07, 0.09, 0.13, 0.11, 0.13, 0.14, 0.14, 0.14, 0.15, 0.13, 0.14, 0.13, 0.08, 0.17, 0.16, -0.10, -0.27, -0.19, -0.23, 0.15, 0.07, 0.08, 0.07, 0.10, 0.09, 0.11, 0.10, -0.10, -0.26, -0.20, -0.24, 0.17, 0.07, 0.08, 0.08, 0.11, 0.11, 0.11, 0.12],
  "charge": 1,
  "lumo_ev": -3.29,
  "largest_force_ev_per_a": 0.989,
  "homo_energy_ev": -12.964
}

Record 3
{
  "formula": "C16H30N7S2Sn",
  "method": "the ωB97M-V functional and the def2-TZVPD basis",
  "species": ["Sn", "C", "C", "N", "C", "S", "N", "N", "C", "C", "C", "C", "C", "C", "C", "N", "H", "H", "H", "H", "H", "H", "H", "H", "H", "H", "H", "H", "H", "C", "C", "N", "C", "C", "S", "C", "C", "N", "H", "H", "H", "H", "H", "H", "H", "H", "H", "H", "H", "H", "H", "H", "N", "H", "H", "H"],
  "coordinates": [[-0.50197, -0.30207, 0.15941], [4.44759, -4.00793, 2.61871], [3.21086, -4.39112, 1.82336], [2.02276, -3.64765, 2.26259], [1.31314, -2.83896, 1.50012], [-0.06216, -2.01992, 2.15566], [1.71630, -2.61726, 0.26039], [1.03874, -2.03355, -0.67113], [1.17628, -2.21780, -1.93296], [2.10358, -3.25572, -2.46917], [0.29662, -1.46813, -2.84752], [0.36877, -1.65170, -4.22290], [-0.53725, -0.99976, -5.04980], [-1.52388, -0.21271, -4.47785], [-1.53025, -0.07845, -3.10013], [-0.62963, -0.66513, -2.30988], [5.30267, -4.56246, 2.23689], [4.65760, -2.94126, 2.53662], [4.33521, -4.25540, 3.67425], [3.35182, -4.18022, 0.76817], [3.00905, -5.45861, 1.93115], [1.74653, -3.76035, 3.22869], [2.68549, -3.70008, -1.66835], [1.54062, -4.04632, -2.97012], [2.78972, -2.82457, -3.19983], [1.11676, -2.30122, -4.65153], [-0.47911, -1.12341, -6.12276], [-2.27543, 0.27704, -5.08049], [-2.29351, 0.51042, -2.60368], [1.37389, 2.32973, -0.01877], [1.90428, 1.36792, 1.03627], [0.82666, 0.62119, 1.69351], [0.09344, 1.29750, 2.77738], [-0.94954, 2.33434, 2.33879], [-2.00924, 1.78458, 0.97398], [-1.68054, 2.95688, -0.37340], [-0.63894, 2.51235, -1.42186], [0.41712, 1.64754, -0.90160], [0.89222, 3.18661, 0.44638], [2.22446, 2.71139, -0.58706], [2.54806, 0.63709, 0.54250], [2.50959, 1.92597, 1.75616], [1.25467, -0.19410, 2.12642], [-0.40994, 0.51234, 3.34391], [0.77553, 1.81814, 3.45779], [-1.61680, 2.51392, 3.18226], [-0.51470, 3.28845, 2.05495], [-2.63147, 3.09860, -0.88632], [-1.43159, 3.90088, 0.10843], [-1.13804, 1.95326, -2.21104], [-0.23516, 3.42888, -1.86342], [0.92496, 1.25286, -1.68892], [-2.66019, -1.45994, 0.02732], [-3.32879, -1.06018, 0.68592], [-2.55521, -2.43634, 0.30539], [-3.12442, -1.47684, -0.87971]],
  "atomic_forces_ev_per_a": [[0.4509, -2.0510, -0.7003], [-0.1166, 0.0659, 0.0838], [0.3492, -0.1801, -0.1124], [-0.1307, 0.1262, 0.0893], [0.0940, 0.4058, -0.8874], [-1.5160, -0.2617, 0.1038], [1.7729, -1.5175, 0.0866], [-2.1812, 2.3496, 0.6544], [0.5113, -0.6030, 0.1928], [0.1593, -0.0004, -0.0897], [-0.0698, -0.0053, -0.0969], [-0.0167, 0.0744, -0.0321], [0.0744, -0.0566, 0.0826], [-0.0528, 0.0175, 0.0914], [-0.2327, -0.1308, -0.2759], [-0.4136, 0.2885, 0.7674], [0.0191, 0.0096, 0.0174], [0.0389, -0.0032, -0.0426], [0.0119, -0.0159, 0.0140], [-0.0233, -0.0360, 0.0292], [-0.1211, 0.0721, 0.0158], [-0.0918, 0.0379, -0.0269], [-0.0399, 0.0421, 0.0129], [-0.0268, 0.0145, -0.0161], [0.0036, 0.0017, -0.0122], [0.0298, -0.0164, 0.0305], [-0.0258, -0.0178, -0.0166], [-0.0136, 0.0321, 0.0119], [-0.1025, -0.1008, -0.1263], [0.2859, 0.1348, 0.3685], [0.3568, 0.5284, -0.2251], [0.8069, 1.2098, 0.1268], [-0.2980, 0.3267, 0.1975], [0.2446, -0.1258, 0.0444], [-0.2767, -0.6723, -0.2833], [0.2220, -0.1230, -0.1085], [-0.4116, 0.3451, -0.1289], [0.1006, -0.4928, 0.1421], [-0.0603, 0.0271, -0.0630], [-0.0999, 0.0651, -0.0332], [0.0739, -0.0743, 0.1039], [-0.0043, -0.1053, -0.0151], [-0.1533, -0.1874, 0.0119], [0.0645, -0.0017, 0.0370], [0.0753, -0.1943, -0.0584], [-0.0100, 0.0359, -0.0433], [0.0245, 0.0396, -0.0196], [-0.0575, 0.0607, 0.1217], [0.0344, 0.0148, -0.0098], [0.1316, 0.3511, 0.1042], [0.1127, -0.1380, -0.0327], [-0.0387, -0.0201, -0.1014], [0.2531, 0.3622, 0.0255], [-0.0201, 0.0008, -0.0061], [0.2474, 0.0155, 0.0434], [0.0558, 0.0761, -0.0468]],
  "lowdin_charge": [1.20, -0.06, -0.20, 0.04, -0.75, 0.76, 0.00, -0.07, -0.22, 0.02, -0.21, 0.05, 0.03, 0.01, -0.14, 0.00, 0.09, 0.08, 0.09, 0.10, 0.13, 0.15, 0.08, 0.12, 0.11, 0.13, 0.14, 0.14, 0.12, -0.14, -0.14, -0.27, -0.22, -0.36, 0.98, -0.36, -0.22, -0.14, 0.12, 0.16, 0.14, 0.15, 0.05, 0.11, 0.16, 0.11, 0.09, 0.10, 0.10, 0.08, 0.16, 0.14, 0.03, 0.07, 0.07, 0.08],
  "charge": 3,
  "lumo_ev": -10.90,
  "largest_force_ev_per_a": 3.272,
  "homo_energy_ev": -16.997
}

So what do the calculations give for energy relative to the best compared isomer or geometry (same formula, charge and spin)? Going down the list: 5.814, 0.000, 1.590 eV.